Density functional theory data (ωB97M-V/def2-TZVPD) for a structure of composition C4H12CoFN4O12P at a distorted geometry.

Geometry (Å):
Co: 6.431 15.992 -7.393
P: 7.550 14.433 -9.180
O: 8.945 13.698 -9.214
O: 7.490 15.975 -9.033
O: 7.322 14.287 -7.669
O: 6.271 13.589 -9.485
F: 4.778 14.889 -7.184
C: 10.485 16.281 -5.017
N: 9.535 15.709 -6.061
O: 8.651 16.363 -6.518
O: 9.799 14.625 -6.487
H: 11.426 15.747 -4.889
H: 9.965 16.289 -4.060
H: 10.624 17.327 -5.293
C: 5.775 13.944 -3.160
N: 6.809 14.669 -3.890
O: 7.800 14.921 -3.235
O: 6.562 15.194 -5.039
H: 4.824 13.914 -3.692
H: 5.677 14.512 -2.235
H: 6.054 12.894 -3.070
C: 2.633 16.846 -7.827
N: 3.699 17.768 -8.272
O: 3.336 18.921 -8.388
O: 4.828 17.390 -8.409
H: 2.892 16.547 -6.811
H: 2.620 15.985 -8.496
H: 1.630 17.274 -7.823
C: 6.416 20.346 -6.671
N: 7.283 19.140 -6.491
O: 8.301 19.208 -5.853
O: 6.787 18.074 -6.835
H: 5.660 20.252 -7.451
H: 6.993 21.270 -6.661
H: 5.799 20.477 -5.782

Spin multiplicity   5
Total charge   -1
Orbital gap (spin up / spin down)   5.764 / 5.669 eV
Max |F|   0.1019 Eh/bohr
⟨S²⟩   6.021
HOMO energy (spin up / spin down)   -3.94 / -3.86 eV

=====

Density functional theory data (ωB97M-V/def2-TZVPD) for a structure of composition C4H12F6N3O16S6Y at a distorted geometry.

Geometry (Å):
Y: 8.604 8.090 6.550
N: 10.160 10.053 6.361
S: 9.243 11.105 7.209
O: 8.072 10.370 7.691
O: 9.027 12.476 6.767
F: 10.000 11.281 8.554
S: 10.897 10.766 5.040
O: 9.951 10.933 4.027
O: 12.102 9.995 4.925
F: 11.255 12.202 5.470
N: 11.146 6.986 6.186
S: 12.339 6.782 7.177
O: 11.807 6.390 8.465
O: 13.346 7.755 7.158
F: 13.021 5.467 6.716
S: 11.189 6.887 4.577
O: 10.528 5.740 4.113
O: 12.379 7.352 4.011
F: 10.143 8.003 4.317
N: 6.282 8.389 6.817
S: 5.733 9.244 5.598
O: 5.232 10.540 5.866
O: 5.218 8.401 4.636
F: 7.381 9.461 5.114
S: 5.339 8.033 8.057
O: 5.653 8.925 9.122
O: 5.274 6.669 8.308
F: 4.007 8.561 7.571
C: 9.026 8.515 9.903
C: 8.272 7.540 10.820
O: 7.463 6.665 10.089
O: 9.508 7.886 8.727
H: 9.787 9.018 10.522
H: 8.351 9.274 9.511
H: 7.881 8.045 11.669
H: 9.068 6.945 11.246
H: 6.508 6.947 10.171
H: 10.356 7.423 8.854
C: 7.934 4.878 6.511
C: 7.240 5.247 5.208
O: 7.903 6.419 4.740
O: 8.021 5.980 7.365
H: 8.934 4.415 6.297
H: 7.332 4.075 6.941
H: 6.252 5.619 5.380
H: 7.246 4.510 4.421
H: 8.378 6.200 3.902
H: 7.577 5.922 8.257

Orbital gap   10.887 eV
Max |F|   0.0836 Eh/bohr
HOMO energy   -10.97 eV

=====

Density functional theory data (ωB97M-V/def2-TZVPD) for a structure of composition C4H12InO4 at a distorted geometry.

Geometry (Å):
In: 12.097 -27.705 -29.511
C: 8.716 -27.008 -31.440
C: 8.190 -27.216 -30.011
O: 9.149 -28.201 -29.531
O: 10.056 -26.434 -31.399
H: 8.112 -26.281 -31.984
H: 8.756 -27.899 -32.065
H: 7.213 -27.698 -29.981
H: 8.194 -26.355 -29.343
H: 8.767 -29.065 -29.699
H: 10.062 -25.844 -32.156
C: 10.780 -30.291 -26.933
C: 10.005 -29.059 -26.500
O: 10.744 -27.846 -26.857
O: 11.058 -30.356 -28.324
H: 10.028 -31.064 -26.778
H: 11.692 -30.146 -26.353
H: 9.748 -29.084 -25.441
H: 9.124 -29.081 -27.140
H: 10.604 -27.269 -26.103
H: 11.308 -31.265 -28.509

Total charge   +3
Orbital gap   3.699 eV
Max |F|   0.0714 Eh/bohr
HOMO energy   -22.42 eV

=====

Density functional theory data (ωB97M-V/def2-TZVPD) for the ion C4H12N2 with charge -1 at a distorted geometry.

Geometry (Å):
C: -1.216 -1.906 1.287
N: -0.490 -0.643 1.336
C: 0.859 -0.672 0.801
C: 1.127 0.584 -0.044
N: 0.144 0.693 -1.083
C: -0.218 1.987 -1.611
H: -0.842 -2.542 0.474
H: -1.157 -2.423 2.251
H: -2.269 -1.709 1.094
H: -1.015 0.017 0.776
H: 0.954 -1.549 0.157
H: 1.550 -0.765 1.643
H: 2.138 0.475 -0.428
H: 1.191 1.433 0.626
H: 0.368 0.075 -1.857
H: -1.018 1.848 -2.364
H: 0.557 2.480 -2.215
H: -0.666 2.615 -0.843

Spin multiplicity   2
Total charge   -1
Orbital gap (spin up / spin down)   2.617 / 8.705 eV
Max |F|   0.0224 Eh/bohr
⟨S²⟩   0.750
HOMO energy (spin up / spin down)   1.48 / -4.77 eV

=====

Density functional theory data (ωB97M-V/def2-TZVPD) for a cluster of 2 separate species, C4H12N2 in total.

Geometry (Å):
H: 1.867 0.765 -1.749
N: 1.925 1.088 -0.788
C: 2.375 0.093 -0.136
N: 2.867 0.164 1.148
H: 2.541 -0.907 -0.554
H: 2.628 -0.576 1.788
H: 2.681 1.058 1.577
C: -2.123 -1.649 0.168
C: -2.460 -0.398 -0.646
C: -2.100 0.898 0.094
H: -1.049 -1.710 0.373
H: -2.424 -2.617 -0.226
H: -2.584 -1.516 1.151
H: -3.539 -0.432 -0.834
H: -2.058 -0.428 -1.659
H: -1.667 0.670 1.067
H: -1.356 1.471 -0.454
H: -2.972 1.535 0.233

Orbital gap   10.618 eV
Max |F|   0.0187 Eh/bohr
HOMO energy   -9.70 eV
SMILES   [H]/N=C/N.CCC

=====

Density functional theory data (ωB97M-V/def2-TZVPD) for an isolated molecule of C4H12N2 at a distorted geometry.

Geometry (Å):
C: -1.144 -1.779 -1.351
C: -0.633 -1.226 -0.029
C: -0.051 0.196 -0.100
N: 0.826 0.440 -1.264
C: 0.695 0.591 1.176
N: 0.352 1.865 1.749
H: -1.617 -2.737 -1.190
H: -1.883 -1.165 -1.862
H: -0.299 -1.947 -2.003
H: 0.103 -1.931 0.375
H: -1.449 -1.192 0.704
H: -0.889 0.861 -0.317
H: 1.576 -0.239 -1.287
H: 0.339 0.399 -2.154
H: 0.438 -0.189 1.911
H: 1.769 0.490 1.046
H: 0.912 2.653 1.462
H: -0.617 2.110 1.631

Orbital gap   9.866 eV
Max |F|   0.0302 Eh/bohr
HOMO energy   -8.75 eV
SMILES   CC[C@H](N)CN

=====

Density functional theory data (ωB97M-V/def2-TZVPD) for a cluster of 2 separate species, C4H12N2 in total at a distorted geometry.

Geometry (Å):
C: 1.840 1.274 -1.742
N: 2.471 0.218 -1.490
C: 1.806 -1.013 -1.145
H: 2.466 2.148 -1.919
H: 0.752 1.261 -1.809
H: 2.559 -1.656 -0.687
H: 1.346 -1.486 -2.013
H: 1.004 -0.881 -0.409
C: -1.172 -1.073 1.491
C: -1.678 0.351 1.393
N: -1.146 1.005 0.188
H: -0.163 -1.111 1.878
H: -1.784 -1.699 2.150
H: -1.300 -1.630 0.559
H: -2.772 0.337 1.338
H: -1.478 0.900 2.316
H: -1.884 1.099 -0.498
H: -0.866 1.956 0.398

Orbital gap   9.925 eV
Max |F|   0.0220 Eh/bohr
HOMO energy   -8.95 eV
SMILES   C=NC.CCN

=====

Density functional theory data (ωB97M-V/def2-TZVPD) for an isolated molecule of C4H12N2 at a distorted geometry.

Geometry (Å):
C: -0.593 2.661 0.723
C: -0.698 1.624 -0.394
N: -0.700 0.240 0.061
C: 0.270 -0.624 -0.561
C: 0.135 -2.049 0.040
N: 1.452 -2.704 0.260
H: -1.079 3.610 0.501
H: -1.036 2.276 1.644
H: 0.455 2.900 0.911
H: -1.610 1.777 -0.987
H: 0.116 1.813 -1.099
H: -0.763 0.117 1.055
H: 0.113 -0.725 -1.638
H: 1.320 -0.323 -0.462
H: -0.538 -2.628 -0.593
H: -0.311 -1.970 1.030
H: 1.369 -3.657 -0.048
H: 2.097 -2.340 -0.444

Orbital gap   9.709 eV
Max |F|   0.0276 Eh/bohr
HOMO energy   -8.53 eV
SMILES   CCNCCN

=====

Density functional theory data (ωB97M-V/def2-TZVPD) for an isolated molecule of C4H12N2 at a distorted geometry.

Geometry (Å):
C: -2.117 0.430 0.279
C: -0.698 0.336 -0.253
N: -0.596 -0.740 -1.246
C: 0.289 0.097 0.928
C: 1.490 -0.762 0.627
N: 2.506 0.076 -0.134
H: -2.645 1.100 -0.404
H: -2.107 1.004 1.206
H: -2.677 -0.493 0.377
H: -0.517 1.308 -0.728
H: 0.193 -0.546 -1.856
H: -1.391 -0.691 -1.877
H: 0.674 1.081 1.226
H: -0.275 -0.241 1.778
H: 1.220 -1.599 0.001
H: 2.074 -1.010 1.511
H: 2.570 -0.290 -1.085
H: 2.007 0.942 -0.350

Orbital gap   10.415 eV
Max |F|   0.0372 Eh/bohr
HOMO energy   -9.45 eV
SMILES   C[C@H](N)CCN

=====

Density functional theory data (ωB97M-V/def2-TZVPD) for an isolated molecule of C4H12N2 at a distorted geometry.

Geometry (Å):
C: -0.737 1.241 -1.655
N: 0.651 0.960 -1.296
C: 0.936 -0.079 -0.329
C: -0.011 -0.207 0.879
C: 0.631 -1.090 1.933
N: -1.333 -0.652 0.466
H: -0.740 2.128 -2.274
H: -1.309 1.423 -0.751
H: -1.224 0.393 -2.142
H: 1.187 0.762 -2.132
H: 1.906 0.112 0.122
H: 0.994 -1.085 -0.790
H: -0.101 0.834 1.239
H: 0.259 -0.868 2.932
H: 0.466 -2.150 1.760
H: 1.703 -0.901 2.028
H: -1.250 -1.473 -0.135
H: -1.860 -0.997 1.275

Orbital gap   9.550 eV
Max |F|   0.0232 Eh/bohr
HOMO energy   -8.43 eV
SMILES   CNC[C@H](C)N

=====

Density functional theory data (ωB97M-V/def2-TZVPD) for a cluster of 2 separate species, C4H12N2 in total at a distorted geometry.

Geometry (Å):
C: -0.175 -1.240 -0.034
C: -1.259 -1.187 0.952
C: -0.778 0.213 1.293
C: -0.826 1.151 0.236
N: 0.062 2.259 0.013
N: 2.132 -1.191 -1.708
H: -0.519 -1.237 -1.184
H: 0.781 -1.296 0.471
H: -2.206 -1.217 0.328
H: -1.330 -1.737 1.956
H: -0.291 0.379 2.292
H: -1.454 0.866 -0.592
H: 0.768 1.857 -0.504
H: -0.098 2.941 -0.650
H: 0.350 2.827 0.905
H: 1.471 -1.266 -2.462
H: 3.161 -0.960 -2.083
H: 2.235 -2.247 -1.293

Spin multiplicity   2
Total charge   +3
Orbital gap (spin up / spin down)   9.647 / 6.430 eV
Max |F|   0.1339 Eh/bohr
⟨S²⟩   0.753
HOMO energy (spin up / spin down)   -24.36 / -24.36 eV

=====

Density functional theory data (ωB97M-V/def2-TZVPD) for an isolated molecule of C4H12N2O at a distorted geometry.

Geometry (Å):
C: -1.902 -0.687 -0.767
C: -0.895 -0.676 0.368
O: -0.074 -1.861 0.344
C: -0.034 0.581 0.412
N: 0.346 0.679 1.840
C: 1.162 0.449 -0.554
N: 1.293 1.701 -1.373
H: -2.761 -0.091 -0.450
H: -1.606 -0.359 -1.774
H: -2.297 -1.668 -1.070
H: -1.485 -0.791 1.278
H: -0.639 -2.646 0.159
H: -0.689 1.404 0.140
H: 0.830 1.526 2.082
H: 1.018 -0.056 2.082
H: 0.979 -0.403 -1.204
H: 2.029 0.382 0.098
H: 1.214 1.429 -2.345
H: 2.220 2.068 -1.239

Orbital gap   9.840 eV
Max |F|   0.0386 Eh/bohr
HOMO energy   -8.92 eV
SMILES   C[C@@H](O)[C@@H](N)CN

=====

For each record above, in turn, the calculated calculated total energy values are -84495.120; -123934.313; -17666.589; -7320.463; -7322.444; -7322.599; -7321.434; -7322.100; -7322.259; -7322.266; -7282.163; -9369.588 eV.